173
Properties=species:S:1:pos:R:3:lowdin_charge:R:1 method="wB97M-V/def2-TZVPD" e_lumo_ev=2.0 charge=-2 homo_ev=-2.0 orbital_gap_ev=4.0
H 3.330 5.562 6.910 0.112
H -0.022 -3.310 -4.329 0.063
O -3.425 1.320 -1.815 -0.076
P 0.048 1.074 -2.611 0.588
H -1.959 -11.906 0.166 0.155
H -1.367 -4.560 -0.038 0.086
O -8.734 2.246 5.986 0.067
H 1.641 -13.269 -0.894 0.153
O -1.416 -1.956 0.863 -0.066
C -0.135 -13.820 1.195 -0.535
O 4.551 9.048 0.282 0.063
H 0.203 1.127 -5.156 0.072
C 5.159 10.039 1.105 -0.062
O 0.226 0.570 2.111 -0.150
C 3.750 5.891 7.860 -0.058
C -5.295 1.852 -5.139 -0.079
C -2.808 0.846 1.748 -0.162
C 5.026 5.182 8.198 -0.314
C 3.298 5.303 3.697 -0.527
O -2.172 -7.904 -2.579 0.073
C 0.618 -5.234 0.693 -0.099
H -3.082 -0.149 1.320 0.092
C 0.512 0.390 -4.359 -0.318
H 9.313 12.217 -0.077 0.128
O 0.133 -2.487 -3.824 -0.183
C -6.639 1.440 -4.707 -0.128
F 7.118 11.297 0.705 0.059
C 1.014 -15.192 -0.112 -0.319
C -8.050 1.576 4.928 -0.059
H 3.993 4.346 -2.198 0.109
C -7.237 2.682 4.325 -0.324
F 6.106 5.875 7.753 0.068
H 5.457 11.617 -0.384 0.174
C -1.625 -0.226 -0.990 -0.294
C -7.463 -8.692 3.471 -0.544
O -0.402 -6.757 -1.778 0.178
C -5.797 1.013 -2.325 -0.011
O -1.042 -0.237 -2.311 -0.278
H 0.443 3.441 -3.220 0.070
C 0.829 -2.549 1.819 0.025
F 2.303 -15.586 -0.240 0.080
C -2.897 -12.119 -0.345 -0.320
C -0.934 0.903 -0.120 -0.272
O 10.874 12.538 -1.417 0.077
H -6.553 -6.112 4.050 0.146
H -5.950 0.722 -1.255 0.104
C -4.207 1.817 -4.139 0.028
O 2.905 5.529 8.953 0.080
H -5.272 -7.984 1.977 0.140
H -2.570 2.424 0.238 0.114
H -4.386 -13.692 -0.434 0.147
H 1.229 0.403 -2.172 0.055
C -1.888 1.740 0.833 -0.099
H -4.956 1.289 1.507 0.106
H -7.431 0.766 5.311 0.144
F -7.073 2.497 2.999 0.080
C -4.127 1.569 2.216 -0.165
C 5.991 10.807 0.121 -0.324
O 6.391 2.094 -2.921 0.180
O 4.607 2.202 -4.301 0.126
O -2.415 -6.584 -0.766 0.124
C 9.618 12.912 -0.858 -0.065
O -7.792 -7.435 3.061 0.070
H 2.916 5.676 0.621 0.128
H -2.393 -2.289 -0.952 0.132
O -1.783 -1.124 -5.057 -0.365
O -0.764 -13.448 2.130 0.189
C 1.929 -3.525 1.991 -0.076
H -7.887 0.740 -3.007 0.079
H -4.209 -8.183 -2.901 0.142
C -1.548 -7.054 -1.712 -0.526
O 5.032 5.195 9.614 0.128
F 7.720 13.789 -1.949 0.071
O 3.337 4.947 11.087 0.164
C -0.458 -4.262 0.532 -0.010
O 4.612 5.298 3.326 0.130
H 9.696 13.913 -0.426 0.147
O -9.363 4.393 6.280 0.161
C -5.536 -7.713 3.001 -0.331
F -4.522 -7.134 -0.194 0.068
H -3.994 2.674 2.328 0.116
C -1.478 -1.739 -0.570 -0.084
C 8.711 12.867 -2.051 -0.320
O -6.120 -8.827 3.652 0.126
F -2.657 -12.373 -1.658 0.073
H 0.610 6.632 -1.326 0.083
H -6.559 -5.946 2.284 0.143
O 2.353 5.396 -1.505 -0.260
H 2.842 -3.189 2.549 0.090
H 8.279 11.883 -2.252 0.175
H 3.116 2.150 -1.979 0.102
H 0.567 -6.259 0.261 0.070
H -3.085 -13.983 0.738 0.131
C 2.267 2.889 -1.973 -0.175
C 4.610 5.292 1.909 -0.299
C 1.841 -4.867 1.411 -0.117
F 5.691 5.989 1.469 0.064
C 0.329 0.539 0.787 -0.570
C 0.761 -13.914 -0.855 -0.046
O 9.567 13.238 -3.114 0.137
H 1.899 2.992 -0.922 0.108
C 2.878 4.349 -2.351 -0.218
O -8.253 -9.565 3.643 0.162
C 1.013 5.736 -1.864 -0.124
H -8.779 1.162 4.228 0.145
H -1.301 2.433 1.499 0.125
H 1.694 2.458 -4.034 0.061
H -3.319 -0.692 -2.279 0.145
O 1.447 0.240 0.316 -0.044
C -3.492 -8.101 -2.084 -0.062
H 1.625 0.202 -4.369 0.060
O -3.753 -10.995 -0.253 0.121
O -4.463 -12.513 1.258 0.093
O -0.246 -13.295 -0.058 0.040
H 3.449 7.087 1.556 0.131
O 6.362 9.826 -0.821 0.125
H 0.406 -14.084 -1.871 0.146
F -4.421 -7.352 3.682 0.083
C 10.816 12.828 -2.746 -0.540
H 4.407 10.660 1.591 0.143
H 0.359 4.865 -1.546 0.096
C -6.597 -6.660 3.106 -0.058
H 0.980 -1.548 2.294 0.093
O 2.914 5.043 4.797 0.151
H 5.346 0.289 -6.176 0.148
O -0.349 1.804 -1.089 -0.220
H 5.763 9.551 1.874 0.150
C -4.527 -11.215 0.853 -0.509
C 1.155 2.584 -3.046 -0.279
H -3.872 -0.406 -0.589 0.118
C 3.335 6.001 1.574 -0.045
C -8.775 3.567 5.657 -0.548
C -3.706 -13.216 0.278 -0.060
H -6.265 2.835 4.799 0.175
O 11.735 12.730 -3.492 0.177
O -5.168 -10.377 1.394 0.197
H 6.090 1.610 -7.098 0.136
O 5.187 8.086 -1.655 0.208
H 0.853 5.817 -2.982 0.093
H 5.078 4.152 7.839 0.180
H -0.423 -1.957 -6.854 0.040
F 3.351 1.780 -6.119 0.079
H -5.061 2.161 -6.188 0.088
C -3.709 -6.872 -1.251 -0.303
O 2.487 5.634 2.664 0.096
C 3.719 5.202 9.990 -0.546
H -7.438 1.441 -5.488 0.076
H -3.202 2.137 -4.494 0.097
H -0.606 -2.152 -1.140 0.142
C -0.384 -2.881 1.068 -0.226
O 0.781 -14.829 1.235 0.146
H 2.677 4.541 -3.445 0.107
C 4.552 2.253 -5.715 -0.322
H -4.093 -6.013 -1.806 0.181
C 5.913 1.946 -3.997 -0.534
C 5.661 1.335 -6.135 -0.072
C -3.165 -0.025 -1.377 -0.108
C -4.435 1.386 -2.750 -0.234
H 3.867 6.977 7.836 0.146
F -4.526 0.995 3.488 -0.138
H -2.230 0.621 2.693 0.117
H 4.662 4.263 1.545 0.186
P -0.292 -1.212 -4.825 0.554
C 5.349 8.901 -0.814 -0.529
O 0.346 -1.629 -6.354 -0.241
C -6.864 1.049 -3.319 -0.115
O 6.606 1.504 -5.086 0.065
H -3.524 -9.021 -1.495 0.121
F -1.188 1.962 -3.476 -0.306
H 0.349 -16.014 -0.390 0.175
O -8.053 3.824 4.530 0.137
H 2.705 -5.557 1.535 0.074
H 4.673 3.287 -6.049 0.174

71
Properties=species:S:1:pos:R:3:lowdin_charge:R:1 method="wB97M-V/def2-TZVPD" e_lumo_ev="-0.7 / -0.5" spin_multiplicity=2 homo_ev="-7.4 / -7.3" relative_energy_ev=0.7998 orbital_gap_ev="6.7 / 6.8"
H -6.497 0.223 0.191 0.071
H -5.301 -0.968 2.108 0.084
C -0.647 4.373 2.231 -0.059
H 3.819 -0.780 2.341 0.087
H -4.584 -1.988 0.853 0.079
H 5.172 0.490 0.467 0.109
C -0.929 -5.964 0.204 -0.097
H -3.460 -0.013 -0.132 0.112
H -2.188 2.455 -1.301 0.005
H 3.333 0.876 2.708 0.089
C 0.759 3.689 -2.274 -0.163
H -6.121 1.873 1.673 0.108
H 0.305 3.285 4.586 0.076
C -0.728 -5.915 1.578 -0.096
C -0.741 3.054 4.398 -0.062
C 3.074 -0.014 2.134 -0.016
H -1.119 -6.915 -0.271 0.099
C -0.657 -3.622 0.073 -0.213
H -0.311 0.663 -4.790 0.025
C -3.501 3.425 3.117 -0.044
C -4.080 1.346 1.355 -0.150
H -2.476 2.895 -2.981 0.026
H -5.598 -0.578 -1.089 0.077
C -1.997 2.165 -2.333 -0.173
N -1.730 0.970 1.099 -0.134
C -0.887 -4.818 -0.578 0.004
C -0.471 -4.716 2.231 0.003
H -5.620 3.722 3.212 0.101
H -3.299 4.235 3.803 0.109
H 0.272 4.550 -2.721 0.023
C -0.449 -3.572 1.459 -0.211
H -0.308 -4.667 3.297 0.117
H -0.767 -6.829 2.153 0.099
H -0.968 4.362 1.190 0.075
C 4.220 0.551 -0.040 -0.045
C 2.915 0.944 -2.012 -0.021
Si -0.131 2.042 -2.703 0.450
B -0.347 -1.515 0.658 -0.565
C -4.815 3.141 2.785 -0.070
C -1.016 3.043 2.897 -0.402
N 0.483 0.858 -1.596 -0.163
H -0.967 2.075 4.816 0.084
H -0.382 2.251 2.448 0.088
H 0.785 3.851 -1.198 0.016
C 3.054 0.324 0.673 -0.307
H 0.428 4.533 2.267 0.075
H 2.818 1.169 -3.062 0.100
O -0.242 -2.278 1.820 0.130
H -1.351 3.797 4.906 0.071
C -4.454 -1.077 1.432 -0.048
C -4.343 0.135 0.500 -0.389
C -5.093 2.101 1.910 -0.038
C 1.772 0.743 -1.240 -0.460
H -3.544 -1.164 2.024 0.077
H 2.091 -0.371 2.444 0.068
H -0.326 2.376 -5.162 0.024
H -1.039 -4.848 -1.645 0.117
N 1.857 0.438 0.086 -0.048
H 1.791 3.680 -2.618 0.017
C 0.137 1.617 -4.540 -0.169
C 4.150 0.862 -1.397 -0.044
Tc -0.158 0.551 0.381 1.344
H 5.048 1.059 -1.964 0.111
C -2.724 1.643 1.673 -0.271
O -0.583 -2.364 -0.422 0.136
C -2.451 2.700 2.586 -0.150
H 1.185 1.565 -4.811 0.011
C -5.577 0.254 -0.390 -0.072
H -2.486 1.208 -2.491 0.025
H -5.556 1.183 -0.956 0.080
H -1.137 5.205 2.732 0.078

27
Properties=species:S:1:pos:R:3:nbo_charge:R:1 method="wB97M-V/def2-TZVPD" e_lumo_ev=5.9 charge=-2 smiles="CC(C)C(C#N)(C(C)C)P(=O)([O-])[O-]" homo_ev=0.1 relative_energy_ev=0.5193 orbital_gap_ev=5.8
H 2.709 0.501 0.462 0.206
H -1.220 2.318 -0.886 0.203
H -2.854 1.481 -1.004 0.174
O 1.210 -0.089 3.062 -1.228
H 3.003 -1.226 -0.335 0.165
H 1.162 1.257 -1.948 0.207
C 0.724 1.640 0.626 0.328
C 0.045 0.145 0.491 -0.401
H 2.046 -1.049 1.178 0.293
H -1.724 0.890 1.034 0.229
C 1.016 -0.526 -0.540 -0.280
C -1.372 0.424 0.204 -0.238
H -2.943 -0.938 0.705 0.225
H -2.686 -1.005 -1.145 0.147
H -1.583 1.064 -1.961 0.180
H 0.812 -0.419 -2.733 0.190
N 1.002 2.687 1.034 -0.489
O -1.214 -0.740 2.870 -1.251
H -1.480 -1.687 0.132 0.243
P 0.196 -0.838 2.279 2.391
H 2.262 -0.072 -2.230 0.187
C -1.719 1.397 -0.974 -0.606
O 0.564 -2.262 1.899 -1.243
C 1.243 0.101 -1.892 -0.626
H 0.637 -1.604 -0.525 0.241
C -2.201 -0.898 -0.055 -0.609
C 2.366 -0.551 0.252 -0.638

| no. | E (Eh) | M (g mol⁻¹) |
| --- | --- | --- |
| 1 | -7025.04395 | 1655.0 |
| 2 | -1760.45089 | 571.5 |
| 3 | -935.06459 | 203.2 |